DFT (the ωB97M-V functional and the def2-TZVPD basis) results for C47H49ClHfN9O7S2 as an isolated structure at a distorted geometry.

* electronic energy: -4144.0869 hartree
* HOMO energy (alpha / beta): -0.388 / -0.469 Ha
* LUMO (alpha / beta): -0.20574 / -0.20575 hartree
* energy relative to the best compared isomer or geometry (same formula, charge and spin): 67.7 kJ/mol
* <S²>: 0.772
* 2S+1: 2
* total charge: +2
* orbital gap (alpha / beta): 4.96 / 7.17 eV

Each line ends with the Löwdin spin population.
Geometry (Å):
Hf: 0.88356 -0.98760 -1.21663  0.1270
Cl: 0.09961 3.19278 6.45411  0.0000
S: -0.30813 -1.94853 -3.45054  0.0000
S: 3.30390 0.00624 -1.44110  0.0026
O: 2.60004 -1.03528 -2.29080  0.0121
O: 0.20662 0.70219 -2.41535  0.0024
O: 2.23765 -7.23284 2.06260  -0.0014
O: 2.15040 0.62897 -0.72075  0.0079
O: -5.64810 1.16288 0.59567  0.0000
O: 1.12623 -6.67180 3.81756  -0.0020
O: 4.04380 0.92072 -2.24193  0.0009
N: -3.32228 0.02031 -0.93759  -0.0004
N: 1.60535 -6.44649 2.73193  -0.0010
N: -0.63563 -1.23658 -5.94563  0.0000
N: -1.25476 -0.71779 -0.56535  0.0052
N: 1.26203 -3.05712 -0.89594  0.0772
N: -2.79328 0.69885 0.07251  0.0026
N: 1.09875 -1.13560 0.96100  0.1127
N: 0.36426 2.00430 -2.60320  0.0011
N: 1.30770 -0.47579 -4.92218  0.0002
C: 1.27896 -3.45059 0.42523  0.0765
C: -3.05794 3.92050 3.31669  0.0000
C: 1.74409 0.41320 -5.93870  0.0000
C: 4.23821 -0.51441 1.09310  0.0036
C: -5.84513 0.25940 3.43564  0.0000
C: -0.57351 2.84602 -2.13092  0.0000
C: 4.19991 -0.92221 -0.23190  0.0021
C: 3.54269 1.32694 -7.24400  0.0000
C: -1.71553 3.83456 2.97129  0.0001
C: -0.74124 3.62297 3.92999  0.0000
C: 1.47285 -4.00996 -1.82731  0.0595
C: 6.15525 -3.38194 2.65342  0.0005
C: -3.39410 0.59121 3.60841  0.0002
C: 5.44211 -2.89525 0.30429  -0.0003
C: 1.63115 -5.34321 -1.52487  0.0379
C: 4.80870 -2.10002 -0.63382  0.0022
C: 1.07627 -1.73144 3.72379  0.1231
C: -5.12449 2.92016 2.16253  0.0000
C: -1.55512 0.26345 0.29286  0.0048
C: 1.13814 -2.76385 2.78593  0.0120
C: 0.16165 -1.15557 -4.88405  0.0000
C: 1.48440 3.80370 -3.64072  0.0001
C: 5.46005 -2.52746 1.64947  0.0028
C: 1.11544 -0.17111 1.90437  0.0895
C: 1.08660 -0.41534 3.26601  0.0333
C: 1.22966 -4.12609 3.15012  -0.0005
C: 1.42432 -5.10093 2.21662  -0.0143
C: -4.69002 1.53475 1.56753  0.0001
C: 3.09195 0.44005 -6.28102  0.0000
C: -3.41563 1.81277 0.73364  0.0002
C: -0.51772 4.19440 -2.39649  0.0000
C: 1.61499 -5.76267 -0.19596  0.0695
C: -4.13210 4.09775 2.28222  0.0000
C: 4.85977 -1.32510 2.02763  0.0000
C: -2.40343 -0.82532 -1.30351  0.0027
C: 1.45866 -4.81332 0.81042  0.0297
C: -4.54605 0.37893 2.62474  0.0000
C: -3.39589 3.86172 4.66528  0.0001
C: 1.31338 2.16523 -7.52590  0.0000
C: -2.43585 3.65665 5.63737  0.0000
C: 1.15450 -2.43896 1.39908  0.0962
C: -4.33512 -0.96937 1.91357  0.0000
C: 0.85488 1.29019 -6.55508  0.0000
C: -1.10871 3.51026 5.26059  0.0000
C: 0.51199 4.68751 -3.18983  -0.0001
C: 1.40334 2.46669 -3.31665  0.0002
C: 2.65473 2.18893 -7.86952  0.0000
H: -2.70774 3.61736 6.67972  0.0000
H: -4.63181 -1.77418 2.57946  0.0000
H: 3.80057 0.42933 1.38057  0.0014
H: 0.55061 5.73578 -3.43503  0.0000
H: 4.58677 1.33727 -7.51743  0.0000
H: -0.18736 1.31114 -6.27345  0.0000
H: -4.93510 -1.03737 1.00960  0.0000
H: 1.17419 -4.39903 4.19311  -0.0001
H: -1.44135 -1.83807 -5.89910  0.0000
H: -5.56676 2.76986 3.14306  0.0000
H: 4.78834 -2.38095 -1.67565  0.0004
H: -3.75180 2.49729 -0.05238  0.0001
H: 1.94204 -0.62990 -4.13944  0.0001
H: -1.27252 4.85174 -1.99358  0.0000
H: 7.15753 -2.98983 2.83294  0.0002
H: -0.91962 0.62307 1.07944  0.0026
H: -1.36190 2.38187 -1.56018  0.0000
H: 1.07473 0.40673 3.96680  -0.0004
H: 4.88411 -1.02295 3.06452  -0.0001
H: -3.51361 1.50914 4.17222  0.0000
H: 5.63461 -3.37460 3.60673  0.0001
H: -6.48169 0.95491 1.03257  0.0000
H: -0.35491 -0.87915 -6.84627  0.0000
H: 1.49355 -3.67846 -2.85936  0.0028
H: 2.16755 1.75210 -3.58456  0.0001
H: -4.73719 4.96163 2.57271  0.0000
H: 0.29898 3.56918 3.65161  0.0000
H: -3.68829 4.33827 1.31601  0.0000
H: 1.05454 -1.95794 4.77815  0.0063
H: -2.66170 2.26678 1.37510  0.0000
H: 2.30401 4.14806 -4.24895  0.0000
H: -2.54086 -1.54771 -2.08431  0.0001
H: -6.00776 1.11360 4.08341  0.0000
H: -4.42676 3.97863 4.96048  0.0000
H: 1.18369 0.84763 1.53057  0.0037
H: 3.77911 -0.24412 -5.80784  0.0000
H: -5.78915 -0.61600 4.07417  0.0000
H: 6.24611 -4.40708 2.30266  0.0000
H: 5.93312 -3.80566 -0.00984  -0.0001
H: -3.29118 -1.14006 1.66019  0.0001
H: 0.61689 2.83506 -8.00828  0.0000
H: -5.91907 3.26889 1.49804  0.0000
H: -6.71534 0.13568 2.79687  0.0000
H: -2.42431 0.61135 3.11547  0.0003
H: 1.74348 -6.80254 0.04998  0.0026
H: 3.00457 2.87848 -8.62145  0.0000
H: -3.38765 -0.23590 4.31413  0.0000
H: -1.41172 3.95919 1.94111  0.0000
H: 1.75927 -6.06419 -2.31429  0.0008



DFT (the ωB97M-V functional and the def2-TZVPD basis) results for one molecule with the formula C5H10O2 at a distorted geometry.

* electronic energy: -346.8502 hartree
* HOMO energy: -0.338 Ha
* LUMO: 0.03647 hartree
* energy relative to the best compared isomer or geometry (same formula, charge and spin): 460.0 kJ/mol
* structure (SMILES): CO[C@@H]1C[C@@H]1CO
* total charge: 0
* orbital gap: 10.18 eV

Each line ends with the Löwdin charge.
Geometry (Å):
O: 1.03137 0.77374 0.69224  -0.1724
O: -1.31086 0.60549 0.87193  -0.1474
C: 0.32751 0.74132 -1.77285  -0.0418
C: -0.18016 -0.48015 -1.05741  -0.2107
C: -1.40922 -0.35776 -0.15067  -0.2304
C: 1.08867 0.17165 -0.59153  -0.2965
C: 0.58225 -0.26592 1.92890  0.0735
H: -0.44006 1.06740 0.74181  0.0304
H: -0.40149 -0.69694 2.26135  0.1042
H: 0.91311 0.38678 2.72304  0.0825
H: 0.73846 0.59999 -2.77589  0.1070
H: -0.08526 -1.43518 -1.57130  0.1373
H: 2.05112 -0.28676 -0.82734  0.1431
H: -0.21841 1.67294 -1.65121  0.1173
H: 1.21359 -1.07884 1.63203  0.0740
H: -1.61477 -1.35411 0.27798  0.1147
H: -2.28587 -0.06366 -0.73107  0.1152